1.
One molecule with the formula C24H25N3O4S. Source: the Open Molecules 2025 dataset; level of theory: ωB97M-V with the def2-TZVPD basis set.

Structure (XYZ):
```
57
Properties=species:S:1:pos:R:3:forces:R:3
C 6.90108 0.83430 -1.21175 0.00 0.09 -0.11
C 6.10208 -0.34150 -0.75276 -0.02 -0.01 0.09
C 6.18712 -1.56816 -1.39895 -0.04 0.00 -0.01
C 5.47174 -2.66918 -0.96116 -0.01 -0.03 -0.01
C 4.66274 -2.56671 0.15664 -0.01 -0.04 0.09
C 4.55660 -1.35295 0.81066 0.13 0.01 0.06
C 5.25821 -0.24241 0.35614 0.17 -0.70 -0.39
N 5.10737 1.01063 0.99962 -0.40 0.79 -0.11
S 3.94177 2.03476 0.35057 -0.17 0.08 0.28
O 4.30614 2.38271 -0.98759 -0.09 -0.39 -0.03
O 3.75701 3.07691 1.31530 -0.10 -0.26 0.21
C 2.48399 0.99411 0.30137 0.49 0.45 -0.07
C 1.62812 0.98235 1.38475 -0.03 0.10 0.14
C 0.55685 0.10584 1.38980 0.04 -0.08 -0.12
C 0.36613 -0.76202 0.31883 0.28 -0.08 0.09
C -0.72975 -1.78947 0.36375 0.05 0.17 -0.02
O -0.48404 -2.96774 0.54367 0.18 -0.25 -0.03
N -1.98265 -1.31933 0.20702 -0.18 -0.06 -0.02
C -2.32423 0.06403 -0.04657 -0.15 0.46 -0.10
C -3.62690 0.13347 -0.84358 0.38 0.19 -0.17
N -4.71307 -0.47495 -0.10507 0.10 -0.22 -0.05
C -5.95935 0.11370 -0.01451 -0.16 0.14 -0.16
C -6.74974 -0.02800 1.12768 0.08 0.02 -0.07
C -8.01806 0.51880 1.21069 -0.14 0.04 0.02
C -8.53636 1.23616 0.15193 -0.03 -0.01 0.02
C -7.77465 1.38390 -0.99611 0.08 -0.02 0.04
C -6.51238 0.82797 -1.09758 -0.24 0.15 0.07
O -5.79744 0.94802 -2.26584 0.02 -0.11 -0.04
C -4.32503 -1.51042 0.82467 0.02 -0.12 0.01
C -3.10281 -2.23858 0.28320 -0.15 -0.31 0.21
C 1.24725 -0.74792 -0.75694 -0.09 0.05 0.10
C 2.30838 0.14108 -0.77032 -0.11 0.00 -0.18
H 6.24229 1.58442 -1.64467 0.17 0.03 -0.05
H 7.40080 1.29664 -0.36284 0.08 0.08 0.01
H 7.63972 0.53464 -1.95067 0.07 -0.02 -0.02
H 6.83408 -1.66021 -2.25939 0.08 0.01 -0.08
H 5.55484 -3.60942 -1.48510 0.01 -0.09 -0.05
H 4.10843 -3.42037 0.51479 -0.06 -0.08 0.03
H 3.92493 -1.26135 1.68414 -0.11 0.03 0.04
H 4.92648 0.93448 1.99089 0.01 0.05 0.18
H 1.80970 1.66598 2.19962 -0.05 0.05 0.14
H -0.11959 0.07963 2.23106 -0.09 0.03 0.08
H -2.44844 0.60743 0.89968 0.02 0.04 -0.11
H -1.52247 0.54476 -0.61181 -0.14 0.00 0.06
H -3.48795 -0.36810 -1.81022 0.06 0.17 0.03
H -3.85934 1.17964 -1.04090 0.10 -0.11 0.00
H -6.36431 -0.56987 1.97583 0.09 -0.07 0.07
H -8.59517 0.38564 2.11310 -0.04 -0.01 0.08
H -9.52152 1.67183 0.20566 -0.09 0.04 0.01
H -8.17481 1.92610 -1.84387 -0.02 0.05 -0.08
H -6.34302 1.41028 -2.91322 0.05 -0.07 0.10
H -5.15053 -2.22029 0.92889 0.08 0.02 0.06
H -4.08841 -1.10832 1.82346 -0.06 -0.09 0.00
H -2.81342 -3.06523 0.93624 -0.11 0.09 -0.10
H -3.32449 -2.64897 -0.70867 -0.01 -0.04 0.09
H 1.10185 -1.43880 -1.57310 0.01 -0.08 -0.09
H 3.00075 0.18583 -1.59561 0.05 -0.08 -0.15
```
Forces are in eV/Å.

Summary:
- Multiplicity: 1
- LUMO energy: 0.396 eV
- SMILES string: Cc1ccccc1NS(=O)(=O)c1ccc(C(=O)N2CCN(c3ccccc3O)CC2)cc1
- HOMO energy: -0.2836 hartree

2.
One molecule with the formula C24H25N3O5 in a non-equilibrium geometry. Source: the Open Molecules 2025 dataset; level of theory: ωB97M-V with the def2-TZVPD basis set.

Structure (XYZ):
```
57
Properties=species:S:1:pos:R:3:forces:R:3
C 5.12612 -0.07595 -0.06132 -0.10 0.12 0.16
C 4.45583 1.10349 0.63229 -0.22 -0.06 -0.34
C 3.52184 1.85233 -0.32141 0.36 0.21 0.36
O 2.45993 1.04732 -0.79314 -0.14 -0.16 -0.16
C 1.42630 0.73624 0.03035 -0.31 -0.16 0.06
C 1.19170 1.28501 1.28770 0.33 0.04 -0.12
C 0.06666 0.91271 2.00214 -0.07 -0.11 -0.02
C -0.83007 -0.00342 1.48807 0.02 0.05 -0.04
C -0.59464 -0.57195 0.24245 0.11 0.18 0.08
C -1.57758 -1.55691 -0.35029 -0.02 -0.08 0.18
C -0.93002 -2.74604 -1.01998 -0.26 -0.07 -0.85
C 0.02541 -3.66679 -0.40253 -0.16 0.05 -0.03
O 0.69059 -4.44600 -1.06211 -0.06 0.10 0.14
C 0.19688 -3.61170 1.05452 1.19 -0.89 0.36
C 1.19404 -4.19914 1.79953 -0.55 0.33 -0.62
C 0.93189 -3.87110 3.14313 -0.46 0.31 0.12
C -0.20588 -3.11821 3.12526 0.53 -0.30 0.53
O -0.65566 -2.95748 1.87743 -0.39 0.06 -0.26
C -1.31106 -2.76432 -2.32109 0.18 -0.06 0.60
O -1.02437 -3.59993 -3.30546 0.00 0.03 -0.04
C -2.20366 -1.60421 -2.59351 -0.12 0.02 0.02
O -2.69278 -1.34363 -3.67875 -0.04 0.00 -0.19
N -2.33723 -0.94524 -1.42884 0.00 -0.16 -0.02
C -2.99740 0.32824 -1.28740 0.01 0.24 -0.31
C -2.26357 1.42172 -2.07163 -0.21 0.11 0.11
C -2.75740 2.82023 -1.69284 0.05 -0.41 -0.52
N -2.32204 3.18776 -0.37259 0.01 0.17 0.30
C -1.08366 3.65731 -0.03651 0.26 0.16 0.10
C -1.09245 3.81258 1.31874 0.06 0.10 -0.28
N -2.29896 3.44277 1.81998 -0.29 -0.04 0.55
C -3.00696 3.07302 0.78942 -0.16 -0.01 0.03
C 0.52389 -0.19851 -0.48001 0.14 0.10 0.12
H 5.74994 -0.62497 0.63937 0.08 -0.10 0.00
H 4.37395 -0.75265 -0.45962 -0.01 -0.10 -0.05
H 5.74883 0.26855 -0.88385 0.09 -0.02 -0.11
H 3.88494 0.74157 1.48972 0.03 0.10 0.07
H 5.20881 1.80547 0.99530 -0.04 0.05 0.07
H 4.06819 2.13214 -1.22661 -0.05 0.05 0.12
H 3.13685 2.76717 0.14670 0.00 -0.06 -0.10
H 1.86702 2.00767 1.71635 0.10 0.07 0.02
H -0.11577 1.35331 2.96982 -0.03 0.08 0.09
H -1.70472 -0.28109 2.05620 -0.12 -0.07 0.07
H -2.27290 -1.88220 0.43473 0.10 0.07 -0.10
H 2.00220 -4.78250 1.40976 0.14 -0.11 -0.16
H 1.50258 -4.15528 4.00300 0.07 -0.01 0.22
H -0.77104 -2.66056 3.91373 -0.14 0.11 0.02
H -1.49443 -3.28784 -4.10142 0.00 0.07 0.17
H -4.02356 0.23727 -1.65920 0.03 0.04 0.11
H -3.01886 0.57536 -0.22382 -0.05 -0.06 -0.06
H -2.41451 1.25398 -3.13807 0.04 -0.01 -0.02
H -1.19403 1.35307 -1.85982 -0.03 0.02 -0.05
H -2.36501 3.55178 -2.40508 -0.15 -0.03 0.11
H -3.84980 2.85560 -1.72291 0.07 0.10 -0.01
H -0.32744 3.83963 -0.77205 0.16 0.02 -0.19
H -0.31568 4.17312 1.96218 0.24 0.08 0.06
H -4.02432 2.73715 0.83515 -0.26 -0.10 -0.11
H 0.72303 -0.62595 -1.45115 0.05 -0.07 -0.15
```
Forces are in eV/Å.

Summary:
- Multiplicity: 1
- LUMO energy: -0.210 eV
- SMILES string: CCCOc1cccc([C@@H]2C(C(=O)c3ccco3)=C(O)C(=O)N2CCCn2ccnc2)c1
- HOMO energy: -0.3158 hartree

3.
One molecule with the formula C24H25N3O5S2 in a non-equilibrium geometry. Source: the Open Molecules 2025 dataset; level of theory: ωB97M-V with the def2-TZVPD basis set.

Structure (XYZ):
```
59
Properties=species:S:1:pos:R:3:forces:R:3
C -3.83083 -3.15929 -0.90460 -0.12 -0.15 -0.17
O -3.29011 -2.20314 -0.02614 0.40 0.24 0.36
C -1.96415 -2.32312 0.32213 -0.06 0.16 0.08
C -1.07453 -3.21341 -0.25556 -0.21 -0.02 -0.10
C 0.25068 -3.24362 0.15472 0.08 0.00 0.05
C 0.68766 -2.40183 1.15819 0.06 -0.04 -0.08
C -0.19566 -1.51639 1.75200 -0.09 -0.23 -0.06
C -1.51687 -1.45680 1.33597 0.40 -0.52 -0.19
N -2.40428 -0.54444 1.91018 -0.17 0.78 0.38
S -1.89817 1.04574 2.13535 -0.53 -0.32 -0.08
O -3.09577 1.79643 2.37430 0.04 -0.13 -0.26
O -0.89621 1.08421 3.15209 0.31 -0.15 -0.22
C -1.11732 1.33930 0.54209 -0.27 0.04 0.39
C 0.26004 1.28486 0.55722 0.39 0.22 0.06
C 0.97203 1.14083 -0.63152 -0.65 0.02 0.05
N 2.35903 1.04683 -0.67996 0.40 -0.01 -0.25
C 3.23654 0.83884 0.35970 -0.12 0.00 -0.19
O 2.90161 0.75072 1.52257 -0.13 -0.01 0.20
C 4.63314 0.72921 -0.08940 0.61 -0.12 0.39
C 5.61427 0.51205 0.80054 -0.98 0.14 -0.22
C 7.00171 0.38173 0.49972 0.93 -0.06 -0.44
C 8.02728 0.16290 1.38734 -0.56 0.09 -0.21
C 9.28813 0.08179 0.77243 0.29 0.00 -0.27
C 9.22162 0.23797 -0.57782 -0.25 0.04 -0.06
S 7.61790 0.48811 -1.12849 0.11 -0.08 0.60
C 0.25638 1.05445 -1.82523 0.21 0.01 0.28
C -1.12037 1.12453 -1.83285 -0.24 0.09 0.22
C -1.84871 1.26657 -0.64706 0.25 0.02 -0.24
N -3.24164 1.27162 -0.61881 -0.24 -0.23 0.01
C -3.95261 0.62533 -1.70431 -0.34 -0.15 0.13
C -5.36899 0.32487 -1.20368 0.21 -0.13 -0.28
O -6.04267 1.50245 -0.83697 -0.13 0.05 -0.11
C -5.33764 2.19034 0.17541 0.29 0.27 0.13
C -3.90901 2.51393 -0.25721 -0.35 0.24 0.10
H -3.38688 -3.08888 -1.90356 0.01 -0.01 0.05
H -4.89433 -2.93413 -0.97051 0.05 -0.05 -0.03
H -3.69784 -4.17524 -0.52074 0.00 0.04 -0.02
H -1.39808 -3.88426 -1.03595 -0.08 -0.04 -0.06
H 0.93156 -3.93761 -0.31464 0.06 -0.06 -0.03
H 1.71508 -2.42487 1.48548 0.11 0.00 0.04
H 0.12735 -0.86070 2.54252 0.09 0.02 0.10
H -3.32503 -0.57777 1.49640 -0.17 0.19 -0.06
H 0.77098 1.32323 1.50430 0.08 -0.04 -0.02
H 2.74792 1.03320 -1.61267 0.02 0.01 0.23
H 4.85161 0.82558 -1.14413 0.03 0.01 -0.13
H 5.33893 0.42598 1.84464 -0.09 0.01 0.07
H 7.86882 0.06547 2.44629 -0.09 -0.01 0.20
H 10.20629 -0.08517 1.30639 0.16 -0.02 0.06
H 10.02373 0.22139 -1.28895 0.20 -0.01 -0.10
H 0.78647 0.93074 -2.75963 0.06 -0.02 -0.10
H -1.64178 1.06365 -2.77518 -0.08 0.00 -0.07
H -3.44943 -0.30703 -1.96160 -0.01 -0.01 -0.03
H -4.02188 1.26739 -2.59782 0.04 -0.05 0.02
H -5.96712 -0.13749 -1.99182 0.06 -0.04 0.05
H -5.30100 -0.35662 -0.34250 0.00 0.00 -0.07
H -5.89733 3.10656 0.36620 0.06 -0.03 0.05
H -5.29407 1.58983 1.09369 -0.04 0.04 -0.07
H -3.38353 2.98937 0.56703 -0.07 0.05 -0.15
H -3.93288 3.19384 -1.12553 0.01 -0.02 0.06
```
Forces are in eV/Å.

Summary:
- Multiplicity: 1
- LUMO energy: -0.354 eV
- SMILES string: COc1ccccc1NS(=O)(=O)c1cc(NC(=O)/C=C/c2cccs2)ccc1N1CCOCC1
- HOMO energy: -0.2945 hartree

4.
C24H25N5Ti as an isolated structure. Source: the Open Molecules 2025 dataset; level of theory: ωB97M-V with the def2-TZVPD basis set.

Structure (XYZ):
```
55
Properties=species:S:1:pos:R:3:forces:R:3
Ti 0.00262 0.40993 -0.09474 0.12 0.02 0.12
C 2.53327 -0.48273 4.05045 0.02 0.01 0.00
C 2.02952 -1.05728 2.70154 -0.04 0.00 -0.05
C 3.10864 -1.90553 2.03976 0.00 0.00 0.02
C 1.57887 0.12730 1.89169 -0.01 0.00 0.05
C 0.46691 0.89841 2.31127 -0.05 0.01 -0.03
C 0.13933 2.11349 1.70444 0.02 0.03 -0.01
C 0.91380 2.65844 0.64934 -0.12 -0.09 -0.04
C 0.62475 4.01473 0.09826 0.01 0.01 0.01
C 1.95328 1.84260 0.15448 0.04 0.02 0.01
C 2.27084 0.61066 0.75478 0.02 0.02 -0.02
H 2.83212 -1.31657 4.68411 0.00 0.00 0.01
H 1.76902 0.08362 4.58366 0.00 -0.01 0.01
H 3.40585 0.15471 3.90124 0.00 0.00 -0.01
H 1.14363 -1.66706 2.91919 0.00 0.00 0.00
H 4.03889 -1.34428 1.92542 0.00 0.00 0.00
H 2.80673 -2.30604 1.07097 0.00 0.00 0.00
H 3.33722 -2.75107 2.68643 0.00 0.00 0.00
H -0.14291 0.54160 3.13520 0.03 0.00 0.02
H -0.70709 2.68153 2.07911 0.00 -0.01 0.01
H -0.44072 4.18367 -0.07092 0.00 0.00 0.00
H 1.18586 4.22462 -0.80960 -0.01 0.00 -0.01
H 0.92692 4.75101 0.85342 0.02 0.00 -0.02
H 2.54388 2.19138 -0.68616 0.02 -0.02 0.00
H 3.08444 0.02178 0.34444 0.01 -0.01 0.02
N 1.17583 0.15034 -4.20455 0.02 -0.02 0.01
C 0.47829 0.55797 -3.19156 0.01 -0.01 -0.01
N 0.51652 -0.07131 -1.98906 -0.02 0.01 -0.13
C 1.26495 -1.27298 -1.88080 -0.05 0.07 0.03
N 1.09982 -2.01781 -0.80767 0.01 -0.03 0.05
N 0.07567 -1.53736 -0.03573 -0.02 0.03 -0.05
C -0.89239 -2.24920 0.43963 -0.02 0.01 0.01
C -2.01406 -1.47055 0.93409 0.03 0.01 -0.03
C -3.14847 -2.01920 1.47943 -0.01 0.02 0.01
C -4.22552 -1.16930 1.79540 0.01 -0.03 0.00
C -4.11041 0.17967 1.53453 0.00 0.03 -0.01
C -2.92398 0.67346 0.98573 -0.02 -0.01 0.02
N -1.88939 -0.11917 0.68595 -0.02 -0.07 0.00
C 2.14150 -1.65781 -2.94411 0.02 -0.01 0.00
C 3.00268 -2.76130 -2.86483 -0.02 0.01 0.02
C 3.76431 -3.10641 -3.96390 0.00 0.00 0.01
C 3.67076 -2.37616 -5.15264 0.00 0.01 -0.03
C 2.81639 -1.28580 -5.26104 0.02 -0.04 0.04
C 2.06768 -0.93888 -4.15316 -0.04 0.06 -0.04
H 1.08371 0.65177 -5.08776 0.00 0.00 0.00
H -0.15304 1.42898 -3.32301 -0.01 0.00 0.02
H -0.88607 -3.33577 0.36482 0.00 0.00 0.00
H -3.21208 -3.08804 1.64769 -0.01 0.00 0.01
H -5.13371 -1.57519 2.22594 0.00 -0.01 0.00
H -4.92123 0.86566 1.74582 0.01 0.01 0.00
H -2.82344 1.73350 0.77946 0.00 0.00 0.00
H 3.05795 -3.33600 -1.95021 0.01 -0.01 -0.01
H 4.43315 -3.95515 -3.91024 0.00 0.00 0.00
H 4.26783 -2.66510 -6.00854 0.00 -0.01 0.01
H 2.74295 -0.73167 -6.18936 0.00 0.00 0.00
```
Forces are in eV/Å.

Summary:
- Net charge: +4
- Multiplicity: 1
- LUMO energy (alpha / beta): -15.625 / -15.625 eV
- HOMO energy (alpha / beta): -0.7650 / -0.7649 hartree